# 1
Entry from the Open Molecules 2025 dataset: one molecule with the formula C4H4O2S (ωB97M-V with the def2-TZVPD basis set).

Each line ends with the natural charge from an NBO analysis.
Cartesian coordinates (Å):
C -2.0600 1.0067 1.1946  0.028
C -0.5881 0.4490 -0.4107  0.414
C -2.6688 1.2015 -1.0767  0.434
C 0.4758 -0.5397 -0.5455  -0.771
O -2.7559 1.5804 0.2083  -0.475
O -1.4431 0.5894 -1.3658  -0.477
S -3.6353 1.4946 -2.3564  -0.061
H -1.8085 1.7731 1.8091  0.114
H 1.5037 -0.0284 -0.5248  0.278
H 0.2313 -1.1018 -1.3607  0.230
H 0.5807 -0.9736 0.4823  0.286

Output
- Orbital gap (alpha / beta): 7.33 / 7.32 eV
- Energy relative to the best compared isomer or geometry (same formula, charge and spin): 6.793 eV
- HOMO (alpha / beta): -0.2895 / -0.2894 Ha
- Strongest force on any atom: 5.5 eV/A
- Net charge: 0


# 2
Entry from the Open Molecules 2025 dataset: one molecule with the formula C5H8O (ωB97M-V with the def2-TZVPD basis set).

Each line ends with the natural charge from an NBO analysis.
Cartesian coordinates (Å):
C 0.6809 -1.3760 0.2101  -0.625
C 0.1110 0.0049 0.0919  -0.156
C 0.9476 1.3022 0.3079  -0.623
C -1.0242 0.1091 -0.9689  -0.551
C -1.5727 0.0436 0.3166  0.654
O -2.4294 -0.0336 1.1329  -0.480
H -0.0466 -1.9662 0.7988  0.219
H 1.6831 -1.3373 0.7374  0.227
H 0.7488 -1.9116 -0.7693  0.201
H 0.8914 1.8953 -0.5847  0.207
H 2.0244 1.1411 0.6173  0.222
H 0.3456 1.7929 1.1467  0.223
H -1.0763 -0.7176 -1.5313  0.235
H -1.2837 1.0533 -1.5054  0.245

Output
- Orbital gap: 8.95 eV
- Energy relative to the best compared isomer or geometry (same formula, charge and spin): 2.978 eV
- HOMO: -0.2960 Ha
- SMILES string: CC1(C)CC1=O
- Strongest force on any atom: 3.9 eV/A
- Net charge: 0


# 3
Entry from the Open Molecules 2025 dataset: FH2IP2 as an isolated structure (ωB97M-V with the def2-TZVPD basis set).

Each line ends with the natural charge from an NBO analysis.
Cartesian coordinates (Å):
F 1.8920 -0.4052 1.9914  -0.604
P 1.6245 -1.2435 0.5915  0.641
P 1.9106 0.5625 -0.5911  0.054
I 2.1385 -0.5468 -2.6100  -0.028
H 0.3059 -1.2199 1.0477  -0.054
H -0.6576 1.2552 -1.2344  -0.009

Output
- Orbital gap (alpha / beta): 8.22 / 7.00 eV
- Energy relative to the best compared isomer or geometry (same formula, charge and spin): 1.230 eV
- HOMO (alpha / beta): -0.3048 / -0.3426 Ha
- Strongest force on any atom: 1.5 eV/A
- Expectation value of S²: 2.005
- 2S+1: 3
- Net charge: 0


# 4
Entry from the Open Molecules 2025 dataset: a 2-piece molecular cluster, CH2BrO3S overall (ωB97M-V with the def2-TZVPD basis set).

Each line ends with the natural charge from an NBO analysis.
Cartesian coordinates (Å):
C 1.1817 -0.9243 1.5066  -0.349
O -3.9033 -1.9612 -0.3827  -1.016
O -3.2813 -0.2200 1.2572  -1.008
O -3.4797 0.2919 -1.1522  -1.012
S -3.3289 -0.6653 -0.0944  2.060
Br 1.7249 -1.2775 -0.3158  0.002
H 1.9687 -0.3184 1.9750  0.157
H 1.0607 -1.8313 2.0828  0.167

Output
- Orbital gap (alpha / beta): 8.09 / 3.87 eV
- Energy relative to the best compared isomer or geometry (same formula, charge and spin): 3.663 eV
- HOMO (alpha / beta): -0.1877 / -0.0740 Ha
- Strongest force on any atom: 4.8 eV/A
- Net charge: -1


# 5
Entry from the Open Molecules 2025 dataset: a 2-piece molecular cluster, C2H3F2I overall (ωB97M-V with the def2-TZVPD basis set).

Each line ends with the natural charge from an NBO analysis.
Cartesian coordinates (Å):
C -0.4058 -0.8369 -1.1151  -0.605
C 0.8064 -0.3929 -0.9698  0.748
F 1.7607 -0.6454 -1.8153  -0.300
F 1.3118 0.2393 0.0844  -0.309
H -0.7743 -1.3275 -2.0387  0.238
H -1.2446 -0.5923 -0.3866  0.228
I -0.7006 1.3506 2.4536  -0.098
H -0.7535 2.2050 3.7876  0.098

Output
- Orbital gap: 10.69 eV
- Energy relative to the best compared isomer or geometry (same formula, charge and spin): 1.055 eV
- HOMO: -0.3700 Ha
- SMILES string: C=C(F)F.I
- Strongest force on any atom: 3.4 eV/A
- Net charge: 0


# 6
Entry from the Open Molecules 2025 dataset: one molecule with the formula C24H20N2O5 (ωB97M-V with the def2-TZVPD basis set).

Each line ends with the natural charge from an NBO analysis.
Cartesian coordinates (Å):
O 4.3219 -1.0028 2.0738  -0.576
C 3.3794 -0.2537 2.1381  0.682
C 3.3894 1.0689 2.8959  -0.320
N 2.5086 2.0415 2.2781  -0.452
C 3.0739 3.1729 1.7681  0.683
O 4.1816 3.5335 2.1007  -0.595
C 2.2911 4.0134 0.7558  -0.171
O 1.3205 3.3307 -0.0174  -0.510
C 1.7366 2.2121 -0.6419  0.795
O 2.8832 1.8405 -0.6259  -0.587
C 0.6165 1.4796 -1.2727  -0.158
C -0.6687 2.0135 -1.3352  -0.187
C -1.6872 1.2469 -1.8634  -0.197
C -1.4529 -0.0408 -2.3182  -0.294
C -0.1685 -0.5764 -2.2641  0.367
O 0.1783 -1.8225 -2.6773  -0.504
C -0.8300 -2.6874 -3.1628  -0.105
C -1.8376 -3.0815 -2.1097  0.033
C -1.4272 -3.2563 -0.7949  -0.249
C -2.3406 -3.6015 0.1844  -0.193
C -3.6723 -3.7883 -0.1456  -0.217
C -4.0853 -3.6309 -1.4577  -0.200
C -3.1733 -3.2742 -2.4354  -0.247
C 0.8654 0.1988 -1.7434  -0.235
C 1.1960 1.5802 2.0787  0.064
C 0.0738 2.3738 2.2685  -0.141
C -1.1878 1.8572 2.0311  -0.247
C -1.3392 0.5435 1.6182  -0.192
C -0.2310 -0.2689 1.4685  -0.253
C 1.0391 0.2386 1.7068  0.213
N 2.1731 -0.5516 1.5787  -0.625
H 4.4024 1.4768 2.9012  0.280
H 3.0776 0.8774 3.9309  0.220
H 1.7550 4.8164 1.2673  0.219
H 3.0517 4.4571 0.1023  0.232
H -0.8549 3.0101 -0.9717  0.232
H -2.6883 1.6475 -1.9190  0.217
H -2.2780 -0.6170 -2.7044  0.223
H -1.3330 -2.2461 -4.0335  0.183
H -0.2811 -3.5742 -3.4993  0.213
H -0.3835 -3.1205 -0.5509  0.216
H -2.0141 -3.7306 1.2060  0.214
H -4.3864 -4.0588 0.6176  0.216
H -5.1219 -3.7806 -1.7204  0.216
H -3.4997 -3.1460 -3.4582  0.212
H 1.8653 -0.2037 -1.6976  0.245
H 0.1939 3.3960 2.5909  0.210
H -2.0548 2.4834 2.1710  0.217
H -2.3218 0.1450 1.4192  0.222
H -0.3444 -1.2956 1.1568  0.215
H 2.0892 -1.4451 1.1118  0.414

Output
- Orbital gap: 8.79 eV
- Energy relative to the best compared isomer or geometry (same formula, charge and spin): 0.012 eV
- HOMO: -0.3110 Ha
- SMILES string: O=C1CN(C(=O)COC(=O)c2cccc(OCc3ccccc3)c2)c2ccccc2N1
- Strongest force on any atom: 0.6 eV/A
- Net charge: 0


# 7
Entry from the Open Molecules 2025 dataset: one molecule with the formula C23H30N4O (ωB97M-V with the def2-TZVPD basis set).

Each line ends with the natural charge from an NBO analysis.
Cartesian coordinates (Å):
C -5.4757 -0.6461 -1.7310  -0.613
C -5.3908 0.2438 -0.4957  -0.199
N -4.0307 0.3450 0.0007  -0.464
C -3.1404 1.0778 -0.8908  -0.225
C -2.0944 0.1561 -1.5139  -0.614
C -3.9484 0.7468 1.3882  -0.206
C -2.6463 0.2905 2.0624  -0.234
N -1.5485 1.1901 1.8212  -0.582
C -0.3244 0.8098 1.4077  0.452
N -0.0905 -0.4893 1.2402  -0.504
C 1.1020 -0.8988 0.8358  0.249
C 1.2468 -2.3613 0.6700  0.011
C 0.4874 -3.0264 -0.2852  -0.215
C 0.6130 -4.3945 -0.4464  -0.194
C 1.4865 -5.1115 0.3533  -0.212
C 2.2299 -4.4567 1.3209  -0.206
C 2.1133 -3.0878 1.4788  -0.223
C 2.1567 -0.0226 0.5554  -0.162
C 1.9339 1.3421 0.7065  0.127
C 0.6805 1.7777 1.1443  -0.267
C 0.3816 3.1390 1.2978  0.277
N 0.0840 4.2423 1.4288  -0.333
C 3.0247 2.3186 0.3952  -0.479
C 4.0022 1.7229 -0.6319  0.276
C 5.2555 2.5910 -0.7385  -0.610
C 3.3264 1.6065 -2.0036  -0.650
O 4.4569 0.4630 -0.1492  -0.531
C 3.4648 -0.5224 0.0032  -0.078
H -5.0221 -1.6102 -1.5190  0.211
H -6.5177 -0.7985 -2.0019  0.211
H -4.9647 -0.1978 -2.5784  0.201
H -6.0020 -0.2049 0.2915  0.192
H -5.8196 1.2363 -0.7278  0.159
H -3.7186 1.5609 -1.6881  0.183
H -2.6288 1.8752 -0.3415  0.191
H -2.5718 -0.6042 -2.1252  0.205
H -1.4133 0.7322 -2.1374  0.201
H -1.5253 -0.3393 -0.7333  0.214
H -4.0554 1.8404 1.5205  0.158
H -4.7728 0.2685 1.9216  0.204
H -2.8214 0.2177 3.1434  0.190
H -2.3536 -0.6889 1.6844  0.248
H -1.7019 2.1735 1.9900  0.404
H -0.1969 -2.4643 -0.9031  0.221
H 0.0246 -4.9029 -1.1961  0.214
H 1.5832 -6.1799 0.2281  0.214
H 2.9016 -5.0148 1.9566  0.215
H 2.6790 -2.5814 2.2477  0.216
H 2.6046 3.2581 0.0307  0.232
H 3.5754 2.5337 1.3165  0.238
H 4.9878 3.6116 -0.9968  0.210
H 5.9176 2.1894 -1.5004  0.217
H 5.7847 2.5877 0.2104  0.218
H 2.3668 1.0991 -1.9306  0.213
H 3.1601 2.5991 -2.4139  0.219
H 3.9673 1.0492 -2.6831  0.221
H 3.9090 -1.2659 0.6711  0.207
H 3.2680 -1.0255 -0.9603  0.178

Output
- Orbital gap: 8.43 eV
- Energy relative to the best compared isomer or geometry (same formula, charge and spin): 1.944 eV
- HOMO: -0.2979 Ha
- SMILES string: CCN(CC)CCNc1nc(-c2ccccc2)c2c(c1C#N)CC(C)(C)OC2
- Strongest force on any atom: 1.2 eV/A
- Net charge: 0